Molecular formula: C3H36NO17
Method: DFT, ωB97M-V/def2-TZVPD

Atoms and positions in Å:
C: -1.69 -2.65 -0.27
N: -1.50 -1.23 -0.65
C: -0.49 -0.47 -0.04
O: -0.30 -0.87 1.15
O: -0.02 0.51 -0.66
C: -1.55 -3.60 -1.54
H: -0.95 -3.00 0.45
H: -2.72 -2.64 0.02
H: -1.68 -0.81 -1.58
H: -0.70 -4.32 -1.28
H: -1.41 -3.24 -2.52
H: -2.46 -4.15 -1.59
H: -2.41 0.07 0.51
H: -3.79 0.60 0.97
O: -2.87 0.85 0.87
H: -1.47 0.89 -3.21
H: -2.78 1.67 -2.77
O: -2.43 0.82 -3.07
H: 1.29 -1.90 4.06
H: 0.83 -0.71 4.54
O: 1.59 -1.29 4.76
H: 0.30 -1.29 -3.63
H: 1.17 -0.04 -3.36
O: 0.48 -0.42 -4.00
H: 2.69 -2.59 0.26
H: 3.83 -1.70 0.16
O: 3.21 -2.16 -0.44
H: -3.26 2.03 -0.45
H: -3.75 3.37 -0.62
O: -3.93 2.51 -1.02
H: 3.70 0.51 1.67
H: 3.99 -0.22 2.94
O: 4.31 -0.16 2.03
H: 2.57 -0.99 -1.57
H: 1.96 0.42 -1.86
O: 2.32 -0.37 -2.29
H: -1.88 -0.45 4.39
H: -2.56 -0.10 3.11
O: -2.68 -0.65 3.89
H: -0.12 4.56 -2.29
H: -0.68 3.17 -2.01
O: -0.31 3.72 -2.72
H: 2.64 -1.64 2.41
H: 1.23 -2.15 2.08
O: 2.16 -2.38 1.94
H: -0.34 1.10 2.74
H: 0.07 -0.43 2.67
O: -0.11 0.35 3.28
H: 3.24 2.04 -2.19
H: 2.06 3.20 -2.34
O: 2.91 2.92 -1.99
H: 1.10 1.52 0.57
H: 2.17 2.41 0.19
O: 1.91 1.92 0.99
H: -0.21 2.23 -0.36
H: -1.67 2.30 0.00
O: -0.98 2.92 -0.34

* F_max: 3.4 eV/Å
* net charge: -1
* ΔE to the lowest compared entry with this formula, charge and spin: 16.38 kcal per mole



Molecular formula: C3H37O16Y
Method: DFT, ωB97M-V/def2-TZVPD

Atoms and positions in Å:
Y: -16.57 5.76 -11.31
C: -16.41 2.90 -7.39
C: -15.91 3.25 -8.79
C: -15.99 2.07 -9.74
O: -16.40 4.45 -9.37
H: -15.81 2.06 -7.04
H: -17.48 2.69 -7.46
H: -16.32 3.69 -6.65
H: -14.83 3.43 -8.62
H: -17.04 1.96 -10.07
H: -15.59 1.11 -9.44
H: -15.61 2.33 -10.74
O: -16.91 -0.49 -6.28
H: -16.93 -0.93 -7.14
H: -16.82 -1.21 -5.64
O: -19.12 2.06 -5.27
H: -20.01 2.30 -5.55
H: -18.67 2.91 -5.14
O: -17.06 3.89 -12.60
H: -16.36 3.34 -13.00
H: -17.90 3.47 -12.85
O: -11.68 2.92 -9.32
H: -11.54 2.79 -10.27
H: -12.05 3.81 -9.22
O: -12.85 5.46 -9.18
H: -11.96 5.70 -8.88
H: -13.34 5.23 -8.36
O: -17.71 7.13 -9.70
H: -18.07 6.84 -8.85
H: -18.24 7.91 -9.95
O: -13.24 4.21 -6.39
H: -12.30 4.03 -6.30
H: -13.63 3.89 -5.57
O: -13.02 0.39 -9.26
H: -13.56 0.34 -8.46
H: -12.53 1.22 -9.19
O: -14.45 4.44 -11.56
H: -13.59 4.86 -11.73
H: -14.28 3.80 -10.84
O: -18.88 4.57 -10.82
H: -19.85 4.51 -10.80
H: -18.57 4.07 -10.04
O: -18.81 4.79 -5.42
H: -19.32 5.02 -6.21
H: -17.96 5.25 -5.53
O: -19.48 0.03 -7.18
H: -18.75 0.35 -6.63
H: -19.73 -0.82 -6.79
O: -16.46 6.17 -4.76
H: -16.13 6.39 -3.88
H: -15.71 6.34 -5.35
O: -13.97 0.08 -6.52
H: -14.92 0.04 -6.28
H: -13.77 -0.81 -6.84
O: -14.85 6.96 -10.19
H: -14.18 6.30 -9.87
H: -14.81 7.68 -9.55

* F_max: 5.6 eV/Å
* net charge: +2
* ΔE to the lowest compared entry with this formula, charge and spin: 14.65 kcal per mole



Molecular formula: C3H3AgO2
Method: DFT, ωB97M-V/def2-TZVPD

Atoms and positions in Å:
C: -1.74 0.28 0.67
C: -0.95 1.09 -0.06
H: -2.06 0.19 1.71
H: -0.32 1.84 0.44
H: -1.06 1.19 -1.14
O: -0.04 -1.56 0.61
C: 0.80 -1.04 -0.03
Ag: 3.49 -0.97 -1.68
O: 1.88 -1.02 -0.51

* F_max: 5.2 eV/Å
* net charge: +2
* 2S+1: 3
* <S²>: 2.0057
* ΔE to the lowest compared entry with this formula, charge and spin: 29.17 kcal per mole



Molecular formula: C3H3BaO4
Method: DFT, ωB97M-V/def2-TZVPD

Atoms and positions in Å:
C: -0.11 -1.23 -1.28
C: -0.06 -0.26 -2.26
H: -0.16 0.83 -2.30
Ba: -0.69 -3.92 -0.64
O: 1.15 -0.71 -1.24
O: -1.01 -0.67 -4.01
C: -1.54 -0.04 -4.94
O: -1.81 1.24 -4.95
O: -2.05 -0.71 -5.94
H: -1.50 1.70 -4.16
H: -2.55 -0.15 -6.55

* F_max: 2.3 eV/Å
* net charge: +2
* 2S+1: 2
* <S²>: 0.7640
* ΔE to the lowest compared entry with this formula, charge and spin: 61.78 kcal per mole



Molecular formula: C3H3BiLiO4
Method: DFT, ωB97M-V/def2-TZVPD

Atoms and positions in Å:
C: 0.98 -1.40 0.26
C: 0.07 -0.80 -0.78
O: -0.81 0.16 -0.27
C: -0.36 1.47 -0.09
O: 0.22 1.88 0.91
O: -1.12 2.22 -0.73
O: 1.05 -1.01 1.41
H: 1.49 -2.33 -0.06
H: -0.57 -1.59 -1.19
H: 0.73 -0.39 -1.57
Bi: -2.94 0.98 0.10
Li: 1.27 0.81 2.02

* F_max: 4.6 eV/Å
* net charge: +2
* 2S+1: 2
* <S²>: 0.7523
* ΔE to the lowest compared entry with this formula, charge and spin: 0.00 kcal per mole



Molecular formula: C3H3Br2N
Method: DFT, ωB97M-V/def2-TZVPD

Atoms and positions in Å:
C: 1.68 0.23 -4.00
C: 0.38 -0.21 0.31
C: 1.66 -0.17 0.05
N: 0.69 0.48 -3.46
Br: 2.73 -1.66 0.50
Br: 2.68 1.56 0.09
H: -0.32 0.20 -3.17
H: -0.35 0.55 -0.04
H: -0.13 -1.10 0.17

* F_max: 4.7 eV/Å
* net charge: 0
* ΔE to the lowest compared entry with this formula, charge and spin: 61.15 kcal per mole



Molecular formula: C3H3Br2N
Method: DFT, ωB97M-V/def2-TZVPD

Atoms and positions in Å:
C: 0.34 -1.14 0.21
C: 0.42 0.33 0.47
C: -0.37 0.28 -0.81
N: -0.41 -1.06 -0.89
Br: 1.92 1.40 -0.02
Br: -3.09 1.00 0.09
H: 0.87 -1.98 0.81
H: -0.19 0.69 1.33
H: -0.62 1.17 -1.40

* F_max: 4.3 eV/Å
* net charge: 0
* 2S+1: 3
* <S²>: 2.0239
* ΔE to the lowest compared entry with this formula, charge and spin: 4.22 kcal per mole



Molecular formula: C3H3Br2NO
Method: DFT, ωB97M-V/def2-TZVPD

Atoms and positions in Å:
C: -0.27 0.96 0.78
C: 0.38 0.76 -0.60
C: 0.56 -0.65 -0.11
N: 0.00 -0.38 1.10
O: -0.77 1.84 1.41
Br: -2.22 -1.68 -1.67
Br: 1.58 -2.08 -0.60
H: -0.30 0.88 -1.44
H: 1.29 1.32 -0.78
H: -0.25 -0.97 1.89

* F_max: 1.9 eV/Å
* net charge: 0
* ΔE to the lowest compared entry with this formula, charge and spin: 30.47 kcal per mole



Molecular formula: C3H3Br3N2O
Method: DFT, ωB97M-V/def2-TZVPD

Atoms and positions in Å:
C: 0.53 -1.31 -1.04
C: -0.40 -0.17 -1.63
C: 0.06 0.85 1.72
N: 1.04 -1.20 0.07
N: 0.45 0.63 0.37
O: -0.63 0.69 -0.55
Br: 1.69 0.61 2.72
Br: -0.41 2.73 1.96
Br: -1.30 -0.33 2.38
H: 0.39 -2.24 -1.51
H: 0.00 0.35 -2.60
H: -1.43 -0.61 -1.89

* F_max: 3.0 eV/Å
* net charge: 0
* ΔE to the lowest compared entry with this formula, charge and spin: 0.00 kcal per mole



Molecular formula: C3H3Br4P
Method: DFT, ωB97M-V/def2-TZVPD

Atoms and positions in Å:
C: 0.19 -0.06 -1.18
C: 0.47 -0.71 -0.06
C: 0.42 -1.22 1.13
P: -2.32 1.38 -0.58
Br: 0.84 1.65 -1.47
Br: 5.24 1.88 0.23
Br: -1.67 1.18 1.53
Br: -3.45 -0.50 -0.90
H: -0.35 -0.52 -1.94
H: -0.49 -1.10 1.78
H: 1.12 -1.98 1.47

* F_max: 3.0 eV/Å
* net charge: 0
* ΔE to the lowest compared entry with this formula, charge and spin: 77.69 kcal per mole



Molecular formula: C3H3BrClNO
Method: DFT, ωB97M-V/def2-TZVPD

Atoms and positions in Å:
O: 3.29 -2.32 -1.34
C: 3.40 -1.31 -0.79
N: 3.33 -0.40 -0.02
Br: 3.74 1.23 0.67
C: -1.45 -0.53 0.08
C: -0.28 -1.12 0.15
Cl: -0.18 -2.49 1.24
H: -1.70 0.08 -0.75
H: -2.35 -0.82 0.49
H: 0.74 -0.72 0.00

* F_max: 2.6 eV/Å
* net charge: 0
* SMILES string: O=C=NBr.C=CCl
* ΔE to the lowest compared entry with this formula, charge and spin: 50.18 kcal per mole



Molecular formula: C3H3BrClO2
Method: DFT, ωB97M-V/def2-TZVPD

Atoms and positions in Å:
C: -2.52 -2.30 0.64
C: -0.29 -0.07 0.40
C: -1.77 -0.12 -0.09
O: -1.96 -2.29 1.64
O: -3.06 -2.72 -0.32
Cl: -1.70 -0.57 -1.89
Br: -2.68 1.72 -0.02
H: 0.16 -0.85 -0.08
H: -0.22 -0.33 1.47
H: 0.19 0.89 0.20

* F_max: 3.5 eV/Å
* net charge: -1
* ΔE to the lowest compared entry with this formula, charge and spin: 3.11 kcal per mole